1.
Entry from the Open Molecules 2025 dataset: a cluster of 2 separate species, C35H38N5 in total (ωB97M-V with the def2-TZVPD basis set).

Computed properties:
Energy relative to the best compared isomer or geometry (same formula, charge and spin) (kJ/mol): 0.00
Orbital gap (eV): 4.991
HOMO (eV): -10.47
Total charge: +1

XYZ file:
```
78
C35H38N5, DFT ωB97M-V with the def2-TZVPD basis set
C -5.323 -0.053 0.697
N -4.883 -0.357 2.077
C -5.391 -1.582 2.607
C -5.024 -2.809 2.017
C -5.502 -4.011 2.536
C -6.379 -4.010 3.621
C -6.782 -2.797 4.186
C -6.287 -1.587 3.696
C -3.579 0.067 2.430
C -3.360 0.949 3.508
C -2.080 1.341 3.843
C -0.936 0.925 3.080
C 0.346 1.363 3.497
C 1.626 0.835 3.170
C 2.779 1.442 3.757
C 4.061 1.048 3.423
C 4.283 0.062 2.441
N 5.594 -0.358 2.076
C 6.026 -0.021 0.703
C 6.112 -1.586 2.598
C 5.767 -2.813 1.998
C 6.242 -4.017 2.519
C 7.110 -4.018 3.613
C 7.504 -2.804 4.182
C 7.009 -1.595 3.691
C 3.157 -0.542 1.861
C 1.878 -0.287 2.331
C -1.197 0.130 1.921
C -2.469 -0.356 1.676
H -4.903 0.911 0.384
H -5.012 -0.836 -0.006
H -6.419 0.003 0.689
H -4.344 -2.806 1.162
H -5.182 -4.951 2.090
H -6.759 -4.950 4.020
H -7.479 -2.790 5.020
H -6.578 -0.632 4.137
H -4.207 1.318 4.085
H -1.910 1.969 4.724
H 0.351 2.158 4.240
H 2.618 2.214 4.512
H 4.915 1.490 3.934
H 7.040 -0.405 0.546
H 5.360 -0.458 -0.055
H 6.034 1.071 0.592
H 5.105 -2.814 1.129
H 5.928 -4.960 2.073
H 7.488 -4.959 4.014
H 8.194 -2.803 5.024
H 7.307 -0.645 4.135
H 3.312 -1.289 1.082
H 1.073 -0.990 2.098
H -0.398 -0.083 1.205
H -2.626 -1.086 0.883
C -0.410 3.144 8.604
C -1.295 3.987 7.957
N -0.610 5.165 7.733
C -1.143 6.328 7.011
C -0.797 6.277 5.511
C -1.371 7.432 4.656
C -1.727 6.812 3.293
C -1.789 5.288 3.535
N -1.218 5.090 4.840
C 0.658 5.014 8.260
N 0.777 3.805 8.789
H -0.587 2.126 8.911
H -2.314 3.818 7.660
H -2.235 6.339 7.154
H -0.709 7.237 7.449
H 0.309 6.370 5.492
H -2.278 7.821 5.134
H -0.655 8.258 4.569
H -2.684 7.198 2.926
H -0.963 7.046 2.549
H -2.838 4.923 3.505
H -1.255 4.747 2.728
H -1.071 4.158 5.210
H 1.419 5.790 8.228
```

Here are the Mulliken charges for atoms 1 to 5, given in e:
1. C -0.880
2. N 0.221
3. C 0.178
4. C -0.022
5. C -0.748

2.
Entry from the Open Molecules 2025 dataset: a structure of composition C4H8O2 (ωB97M-V with the def2-TZVPD basis set).

Computed properties:
Energy relative to the best compared isomer or geometry (same formula, charge and spin) (kJ/mol): 359.21
Orbital gap (eV): 9.579
HOMO (eV): -9.02

XYZ file:
```
14
C4H8O2, DFT ωB97M-V with the def2-TZVPD basis set
C 2.108 -0.104 -0.397
C 0.725 0.141 -0.540
O 0.571 1.388 -0.861
C -0.473 -0.748 -0.442
C -1.637 -0.047 0.280
O -2.178 1.016 -0.459
H 2.529 -1.100 -0.509
H 1.809 1.230 -0.996
H 2.533 0.451 0.444
H -0.808 -0.996 -1.457
H -0.203 -1.677 0.069
H -1.304 0.275 1.280
H -2.441 -0.774 0.424
H -1.450 1.633 -0.632
```

Here are the natural (NBO) charges for atoms 1 to 5, given in e:
1. C -0.851
2. C 0.548
3. O -0.683
4. C -0.525
5. C -0.044

3.
Entry from the Open Molecules 2025 dataset: a structure of composition C28H42O25Rb3S (ωB97M-V with the def2-TZVPD basis set).

Computed properties:
Orbital gap (alpha / beta) (eV): 7.985 / 4.010
HOMO (alpha / beta) (eV): -14.78 / -14.77
Total charge: +2
Expectation value of S²: 0.754
2S+1: 2

XYZ file:
```
99
C28H42O25Rb3S, DFT ωB97M-V with the def2-TZVPD basis set
Rb 1.759 2.114 -2.996
Rb 4.664 0.499 -0.630
Rb 1.825 4.157 -0.149
S 1.199 0.851 0.077
O 2.147 1.671 0.826
O 0.321 1.781 -0.618
O 2.020 0.181 -0.884
O 0.489 -0.087 0.942
C -1.302 4.019 -2.660
C -2.632 4.516 -3.366
C -2.552 5.988 -3.758
O -2.797 6.007 -5.107
C -2.830 4.764 -5.597
O -3.018 4.453 -6.773
O -2.680 3.861 -4.599
H -1.199 4.476 -1.676
H -0.509 4.333 -3.338
H -1.231 2.933 -2.602
H -3.489 4.333 -2.718
H -1.528 6.355 -3.687
H -3.146 6.717 -3.206
C -2.382 -2.948 4.771
C -2.566 -2.460 3.338
C -1.324 -2.440 2.522
O -1.725 -3.194 1.341
C -2.882 -3.849 1.554
O -3.374 -4.684 0.781
O -3.345 -3.470 2.711
H -3.312 -3.070 5.326
H -1.855 -2.126 5.258
H -1.833 -3.888 4.828
H -3.078 -1.505 3.211
H -0.478 -2.982 2.945
H -1.012 -1.424 2.280
C 3.930 -3.867 -4.786
C 2.916 -2.709 -4.718
C 3.318 -1.528 -3.824
O 3.495 -0.528 -4.763
C 3.097 -0.951 -5.978
O 3.081 -0.194 -6.946
O 2.802 -2.258 -6.016
H 4.055 -4.451 -3.875
H 4.927 -3.510 -5.047
H 3.597 -4.525 -5.589
H 1.970 -3.104 -4.348
H 4.181 -1.701 -3.181
H 2.531 -1.323 -3.100
C 3.706 -2.782 2.063
C 2.251 -2.894 1.587
C 2.078 -3.120 0.081
O 1.174 -4.236 0.016
C 1.049 -4.849 1.156
O 0.620 -6.012 1.200
O 1.771 -4.160 2.104
H 4.064 -1.774 1.853
H 4.325 -3.534 1.575
H 3.825 -2.869 3.143
H 1.586 -2.105 1.939
H 2.983 -3.536 -0.361
H 1.686 -2.228 -0.409
C 0.466 -0.009 4.168
C 1.911 0.362 3.886
C 2.272 1.754 4.148
O 3.256 1.650 5.109
C 3.569 0.453 5.429
O 4.397 0.199 6.282
O 2.726 -0.420 4.709
H 0.198 0.298 5.178
H 0.334 -1.090 4.209
H -0.267 0.372 3.456
H 2.127 -0.017 2.887
H 1.465 2.395 4.504
H 2.624 2.215 3.225
C -2.536 4.665 0.784
C -2.148 3.255 1.129
C -1.226 2.975 2.263
O -1.910 2.064 3.105
C -3.067 1.801 2.602
O -3.809 0.925 2.983
O -3.305 2.653 1.627
H -1.629 5.182 0.469
H -3.062 5.231 1.553
H -3.202 4.690 -0.079
H -1.861 2.647 0.271
H -1.010 3.852 2.874
H -0.301 2.541 1.883
C -1.063 -0.807 -2.861
C -1.641 -1.263 -1.502
C -2.217 -0.117 -0.607
O -3.514 -0.591 -0.352
C -3.769 -1.687 -1.056
O -4.872 -2.234 -1.154
O -2.797 -2.003 -1.856
H -0.592 -1.657 -3.354
H -0.324 -0.013 -2.747
H -1.819 -0.407 -3.537
H -0.869 -1.857 -1.014
H -2.187 0.864 -1.082
H -1.706 -0.006 0.349
```

Here are the Mulliken charges for atoms 1 to 5, given in e:
1. Rb 1.256
2. Rb 0.984
3. Rb 1.262
4. S 0.158
5. O -0.950

4.
Entry from the Open Molecules 2025 dataset: an isolated molecule of C14H23N5O3 (ωB97M-V with the def2-TZVPD basis set).

Computed properties:
Energy relative to the best compared isomer or geometry (same formula, charge and spin) (kJ/mol): 219.97
Orbital gap (eV): 9.545
HOMO (eV): -8.97

XYZ file:
```
45
C14H23N5O3, DFT ωB97M-V with the def2-TZVPD basis set
C -4.619 -1.613 0.168
N -3.217 -1.379 0.378
C -2.806 -0.208 1.000
O -3.550 0.672 1.242
C -1.390 -0.059 1.271
C -1.187 -0.109 2.766
C 0.254 0.291 3.161
C 1.139 1.073 2.482
N 2.315 1.079 3.229
C 2.158 0.281 4.264
N 0.870 -0.205 4.307
N -0.473 -1.031 0.608
C -0.101 -0.800 -0.618
O -0.301 0.208 -1.311
C 0.550 -2.049 -1.386
N 1.528 -1.674 -2.444
C 2.804 -2.060 -2.370
C 3.686 -1.561 -3.473
O 3.277 -2.862 -1.591
C -0.536 -2.942 -1.998
C -1.664 -2.316 -2.788
C -0.895 -4.072 -0.971
H -5.081 -0.663 -0.193
H -4.790 -2.416 -0.625
H -5.092 -1.828 1.171
H -2.577 -2.030 0.083
H -1.225 0.988 1.024
H -1.416 -1.075 3.248
H -1.758 0.625 3.258
H 0.973 1.593 1.602
H 3.178 1.510 2.833
H 2.879 0.290 5.139
H -0.148 -1.823 1.157
H 1.127 -2.688 -0.547
H 1.292 -0.993 -3.200
H 4.742 -1.536 -3.138
H 3.272 -0.552 -3.736
H 3.637 -2.301 -4.341
H -0.083 -3.562 -2.728
H -1.131 -1.800 -3.552
H -2.184 -3.182 -3.234
H -2.204 -1.667 -2.154
H -1.614 -4.633 -1.421
H -1.294 -3.594 -0.029
H 0.037 -4.688 -0.750
```

Here are the natural (NBO) charges for atoms 1 to 5, given in e:
1. C -0.426
2. N -0.634
3. C 0.676
4. O -0.595
5. C -0.158

5.
Entry from the Open Molecules 2025 dataset: a structure of composition C29H37Br4F3N2O6SSi2TeY (ωB97M-V with the def2-TZVPD basis set).

Computed properties:
Energy relative to the best compared isomer or geometry (same formula, charge and spin) (kJ/mol): 127.45
Orbital gap (eV): 6.574
HOMO (eV): -4.65
Total charge: -1

XYZ file:
```
86
C29H37Br4F3N2O6SSi2TeY, DFT ωB97M-V with the def2-TZVPD basis set
Y 0.081 0.227 -0.384
O -1.114 -0.634 -2.308
N -2.168 -1.412 -2.207
C -2.405 -2.317 -3.164
C -3.513 -3.128 -3.143
C -4.430 -2.976 -2.099
C -4.172 -2.062 -1.111
C -3.010 -1.276 -1.134
S -2.645 -0.181 0.099
H -1.657 -2.339 -3.943
H -3.663 -3.860 -3.921
H -5.327 -3.574 -2.061
H -4.837 -1.914 -0.275
Br 0.526 3.197 5.902
C 1.019 2.513 4.205
C 2.311 2.087 3.962
Br 3.623 2.237 5.321
C 2.642 1.535 2.724
Br 4.392 0.898 2.374
C 1.704 1.382 1.711
O 1.946 0.800 0.570
C 0.376 1.892 1.939
O -0.486 1.807 0.967
C 0.073 2.422 3.185
Br -1.716 3.000 3.448
C 0.897 -2.817 3.118
C 0.061 -2.430 1.900
C -1.256 -3.207 1.866
O -0.201 -1.018 1.903
C 0.822 -2.753 0.563
O 1.537 -3.738 0.515
O 0.563 -1.956 -0.397
H 0.318 -2.708 4.034
H 1.775 -2.180 3.184
H 1.232 -3.845 3.010
H -1.872 -2.982 2.741
H -1.056 -4.276 1.847
H -1.820 -2.937 0.972
H -1.000 -0.862 2.436
F -2.995 6.289 -3.811
C -2.922 5.082 -4.390
F -2.285 5.264 -5.558
F -4.185 4.740 -4.706
C -2.255 4.047 -3.528
C -2.389 4.081 -2.148
C -1.729 3.112 -1.404
N -0.992 2.158 -1.953
C -0.902 2.110 -3.276
C -1.510 3.032 -4.114
H -2.980 4.840 -1.662
H -1.783 3.100 -0.323
H -0.314 1.296 -3.680
H -1.405 2.970 -5.186
C 2.090 3.144 -1.793
Si 3.377 2.332 -2.936
C 4.944 1.862 -1.958
C 3.812 3.690 -4.217
C 2.695 0.848 -3.922
Te 1.742 -0.672 -2.651
C 3.645 -1.446 -1.986
Si 3.948 -3.050 -2.950
C 4.051 -2.651 -4.824
C 5.628 -3.834 -2.464
C 2.487 -4.232 -2.678
H 2.521 3.970 -1.233
H 1.714 2.423 -1.067
H 1.244 3.537 -2.353
H 5.453 2.750 -1.593
H 5.653 1.304 -2.565
H 4.688 1.258 -1.092
H 4.249 4.548 -3.720
H 2.928 4.037 -4.742
H 4.520 3.346 -4.962
H 3.484 0.369 -4.496
H 1.939 1.178 -4.634
H 3.558 -1.630 -0.922
H 4.416 -0.706 -2.145
H 4.889 -2.002 -5.061
H 3.139 -2.156 -5.147
H 4.167 -3.556 -5.412
H 6.458 -3.171 -2.686
H 5.803 -4.759 -3.004
H 5.664 -4.066 -1.406
H 1.633 -3.911 -3.270
H 2.180 -4.221 -1.635
H 2.727 -5.255 -2.950
```

Here are the Mulliken charges for atoms 1 to 5, given in e:
1. Y -0.054
2. O 0.157
3. N 0.163
4. C -0.280
5. C -0.878

6.
Entry from the Open Molecules 2025 dataset: an isolated molecule of C2H4N2O2S (ωB97M-V with the def2-TZVPD basis set).

Computed properties:
Energy relative to the best compared isomer or geometry (same formula, charge and spin) (kJ/mol): 262.15
Orbital gap (eV): 9.988
HOMO (eV): -9.25

XYZ file:
```
11
C2H4N2O2S, DFT ωB97M-V with the def2-TZVPD basis set
O 2.634 0.869 0.432
C 1.927 0.136 -0.210
N 1.188 -0.888 0.367
O 0.181 -1.413 -0.450
C -0.970 -0.686 -0.448
N -1.104 0.358 0.246
S -2.625 1.143 0.183
H 1.842 0.147 -1.318
H 0.855 -0.687 1.329
H -1.680 -1.169 -1.099
H -2.247 2.190 0.967
```

Here are the natural (NBO) charges for atoms 1 to 5, given in e:
1. O -0.555
2. C 0.518
3. N -0.341
4. O -0.340
5. C 0.362

7.
Entry from the Open Molecules 2025 dataset: a structure of composition C40H47BCl2N13O2RbS (ωB97M-V with the def2-TZVPD basis set).

Computed properties:
Energy relative to the best compared isomer or geometry (same formula, charge and spin) (kJ/mol): 164.43
Orbital gap (eV): 3.690
HOMO (eV): -0.25
Total charge: -2

XYZ file:
```
107
C40H47BCl2N13O2RbS, DFT ωB97M-V with the def2-TZVPD basis set
Rb -8.211 -16.080 13.718
C -2.081 -19.057 13.595
C -2.027 -18.994 12.072
C -2.771 -20.166 11.436
C -2.432 -17.629 11.599
C -1.588 -16.569 11.057
C -2.449 -15.520 11.003
N -3.659 -15.867 11.412
N -3.673 -17.181 11.803
B -4.979 -15.147 11.753
N -6.035 -15.391 10.617
C -5.817 -15.454 9.288
C -7.083 -15.557 8.698
C -7.994 -15.584 9.750
N -7.356 -15.491 10.900
C -9.507 -15.788 9.653
C -10.165 -16.226 11.001
C -10.202 -14.498 9.202
N -4.725 -13.631 11.862
C -4.452 -12.786 10.847
C -4.486 -11.505 11.338
C -4.791 -11.642 12.704
N -4.908 -12.940 12.980
C -5.141 -10.601 13.676
C -4.272 -9.352 13.492
C -5.084 -11.123 15.122
H -1.775 -20.041 13.970
H -3.105 -18.878 13.862
H -1.432 -18.304 14.022
H -0.976 -19.101 11.708
H -3.817 -20.076 11.725
H -2.388 -21.075 11.802
H -2.700 -20.183 10.355
H -0.521 -16.532 10.820
H -2.205 -14.518 10.729
H -5.465 -15.598 12.733
H -4.819 -15.481 8.882
H -7.371 -15.728 7.682
H -9.665 -16.608 8.912
H -10.075 -15.446 11.831
H -9.807 -17.194 11.332
H -11.208 -16.360 10.758
H -9.911 -13.650 9.836
H -11.268 -14.639 9.231
H -9.907 -14.215 8.201
H -4.384 -13.187 9.841
H -4.347 -10.588 10.751
H -6.214 -10.319 13.540
H -3.242 -9.584 13.635
H -4.489 -8.614 14.280
H -4.401 -8.845 12.496
H -4.079 -11.495 15.343
H -5.768 -11.953 15.140
H -5.376 -10.368 15.857
O -4.666 -15.395 21.454
C -5.875 -14.790 21.419
O -6.384 -14.418 22.457
C -6.496 -14.628 20.058
C -7.835 -14.892 19.853
C -8.397 -14.656 18.589
C -7.590 -14.119 17.580
C -6.253 -13.989 17.768
C -5.665 -14.274 19.005
N -8.100 -13.802 16.265
C -9.243 -13.190 16.228
C -9.833 -12.791 14.920
C -11.187 -12.744 14.726
C -11.613 -12.442 13.455
C -10.692 -12.135 12.471
C -9.316 -12.192 12.764
N -8.935 -12.583 13.967
H -4.464 -15.692 20.547
H -8.521 -15.290 20.615
H -9.406 -14.958 18.409
H -5.674 -13.647 16.936
H -4.602 -14.147 19.156
H -9.842 -13.018 17.139
H -11.825 -13.122 15.520
H -12.670 -12.502 13.129
H -11.037 -11.937 11.463
H -8.524 -12.110 11.986
C -5.972 -17.663 17.215
C -4.728 -16.882 17.304
N -4.007 -16.751 18.366
N -2.878 -16.056 17.949
C -2.859 -15.805 16.585
S -1.694 -15.117 15.611
N -4.070 -16.276 16.207
N -4.693 -16.007 15.008
H -6.376 -17.763 18.232
H -5.742 -18.678 16.769
H -6.795 -17.264 16.610
H -2.005 -16.242 18.447
H -5.660 -16.250 15.063
H -4.227 -16.540 14.254
Cl -10.498 -16.220 16.408
C -10.602 -17.492 15.231
C -11.896 -17.902 15.018
C -12.188 -18.884 14.102
C -11.125 -19.483 13.401
C -9.835 -19.214 13.770
Cl -8.508 -20.064 12.995
C -9.366 -18.241 14.825
N -8.163 -18.144 15.270
H -12.692 -17.410 15.558
H -13.206 -19.179 14.014
H -11.328 -20.231 12.645
```

Here are the Mulliken charges for atoms 1 to 5, given in e:
1. Rb 0.172
2. C -1.320
3. C 0.504
4. C -1.605
5. C 0.376

8.
Entry from the Open Molecules 2025 dataset: a structure of composition C4H9N2O (ωB97M-V with the def2-TZVPD basis set).

Computed properties:
Energy relative to the best compared isomer or geometry (same formula, charge and spin) (kJ/mol): 598.86
Orbital gap (eV): 9.855
HOMO (eV): -13.21
Total charge: +1

XYZ file:
```
16
C4H9N2O, DFT ωB97M-V with the def2-TZVPD basis set
C -1.785 0.048 0.370
C -1.894 1.303 -0.092
C -0.357 -0.599 -0.874
C 1.278 0.413 0.732
N -0.224 0.662 -1.626
N 0.818 -0.937 0.075
O -0.995 1.677 -1.026
H -2.627 -0.499 0.811
H -2.311 2.136 0.469
H -0.845 -1.468 -1.480
H 1.801 1.125 0.137
H 0.360 0.937 1.171
H 1.957 0.153 1.597
H -0.194 0.603 -2.657
H 0.479 -1.519 0.811
H 1.539 -1.494 -0.430
```

Here are the natural (NBO) charges for atoms 1 to 5, given in e:
1. C -0.329
2. C 0.116
3. C 0.032
4. C -0.439
5. N -0.372